(1)
DFT (the ωB97M-V functional and the def2-TZVPD basis) results for the molecule C19H22FN3O5S.

Results
Relative energy (zero: lowest compared OMol25 entry of this formula, charge and spin)   3.94 kJ/mol
Structure (SMILES)   COCCOC(=O)c1c(NC(=O)CNc2ccc(C)c(F)c2)sc(C(N)=O)c1C
2S+1   1

The geometry in XYZ format:
```
51
C19H22FN3O5S | the OMol25 dataset | the ωB97M-V functional and the def2-TZVPD basis
C -1.49 3.92 4.13
H -1.26 3.32 5.01
O -1.56 3.03 3.04
C -1.85 3.67 1.82
C -1.83 2.62 0.71
H -2.21 3.05 -0.22
H -2.43 1.75 1.00
O -0.49 2.21 0.49
C -0.20 0.91 0.63
O -1.05 0.06 0.82
C 1.22 0.61 0.49
C 1.64 -0.71 0.53
N 0.82 -1.79 0.68
C 1.28 -3.07 0.64
O 2.47 -3.31 0.54
C 0.21 -4.14 0.76
N -1.13 -3.70 0.48
C -1.48 -3.13 -0.73
C -0.67 -3.23 -1.86
C -1.10 -2.68 -3.05
C -2.31 -2.02 -3.20
C -3.10 -1.93 -2.06
C -2.71 -2.47 -0.85
H -3.34 -2.38 0.02
H -4.05 -1.42 -2.12
C -2.72 -1.45 -4.52
H -2.86 -2.25 -5.25
H -3.65 -0.89 -4.42
H -1.95 -0.79 -4.90
F -0.28 -2.79 -4.13
H 0.30 -3.72 -1.83
H -1.67 -3.37 1.27
H 0.48 -4.96 0.09
H 0.24 -4.54 1.78
H -0.17 -1.54 0.76
S 3.33 -0.90 0.35
C 3.52 0.84 0.24
C 2.32 1.51 0.33
C 2.17 2.99 0.28
H 1.68 3.34 1.18
H 3.15 3.45 0.19
H 1.55 3.27 -0.57
C 4.86 1.42 0.06
O 5.09 2.62 0.05
N 5.86 0.52 -0.08
H 5.71 -0.47 -0.09
H 6.80 0.87 -0.20
H -1.11 4.45 1.61
H -2.85 4.13 1.86
H -0.71 4.67 3.98
H -2.45 4.43 4.28
```

=====

(2)
DFT (the ωB97M-V functional and the def2-TZVPD basis) results for a structure of composition C24H24BF6IrN4O2Sb.

Results
Charge   +1
Relative energy (zero: lowest compared OMol25 entry of this formula, charge and spin)   0.00 kJ/mol
2S+1   1

The geometry in XYZ format:
```
63
C24H24BF6IrN4O2Sb | the OMol25 dataset | the ωB97M-V functional and the def2-TZVPD basis
Ir -0.27 -0.09 -0.02
C 1.49 0.20 -4.00
C 1.72 -1.17 -3.43
C 2.73 -1.95 -3.95
C 3.02 -3.20 -3.41
C 2.31 -3.69 -2.32
C 1.30 -2.94 -1.74
C 0.52 -3.55 -0.61
C 1.00 -1.68 -2.32
N -0.08 -0.97 -1.80
C -1.10 -0.61 -2.71
O -1.26 -1.13 -3.78
C -2.03 0.42 -2.17
C -3.13 0.94 -2.82
C -3.90 1.89 -2.15
C -3.56 2.28 -0.86
C -2.45 1.71 -0.28
N -1.73 0.82 -0.94
C -1.92 2.01 1.08
O -2.49 2.74 1.84
N -0.73 1.28 1.39
C -0.03 1.70 2.51
C 0.27 0.74 3.52
C -0.15 -0.70 3.42
C 0.88 1.19 4.68
C 1.23 2.52 4.82
C 0.98 3.45 3.81
C 0.35 3.06 2.64
C 0.22 4.03 1.50
H 2.38 0.55 -4.50
H 1.25 0.93 -3.22
H 0.68 0.19 -4.73
H 3.31 -1.58 -4.78
H 3.81 -3.80 -3.85
H 2.54 -4.67 -1.93
H 0.22 -4.56 -0.88
H -0.37 -2.99 -0.36
H 1.14 -3.63 0.28
H -3.37 0.60 -3.82
H -4.78 2.31 -2.62
H -4.14 3.00 -0.29
H 0.34 -1.22 2.59
H -1.22 -0.79 3.29
H 0.13 -1.23 4.33
H 1.08 0.50 5.48
H 1.72 2.85 5.73
H 1.30 4.47 3.93
H 0.81 4.92 1.71
H -0.81 4.35 1.36
H 0.58 3.60 0.57
B -3.77 -2.78 1.40
C -2.57 -1.93 0.91
N -1.67 -1.28 0.58
H -3.34 -3.46 2.30
H -4.14 -3.42 0.44
H -4.59 -1.97 1.76
F 1.52 -1.00 0.76
Sb 3.07 0.24 0.38
F 1.41 1.03 -0.58
F 2.53 1.32 1.79
F 4.12 1.62 -0.30
F 4.21 -0.71 1.47
F 3.42 -0.79 -1.12
```

=====

(3)
DFT (the ωB97M-V functional and the def2-TZVPD basis) results for a structure of composition C26H23N3OSTa.

Results
Charge   +3
Relative energy (zero: lowest compared OMol25 entry of this formula, charge and spin)   0.00 kJ/mol
2S+1   1

The geometry in XYZ format:
```
55
C26H23N3OSTa | the OMol25 dataset | the ωB97M-V functional and the def2-TZVPD basis
Ta -0.84 -0.68 -1.26
O -1.32 0.55 -2.52
C -0.78 1.50 -3.39
C -1.56 2.52 -3.88
C -0.95 3.43 -4.74
C 0.39 3.30 -5.08
C 1.15 2.26 -4.57
C 0.58 1.33 -3.71
C 1.35 0.24 -3.15
N 0.99 -0.63 -2.16
C 2.07 -1.51 -1.94
C 3.06 -1.16 -2.78
N 2.59 -0.09 -3.52
H -2.60 2.61 -3.61
H -1.53 4.24 -5.15
H 0.84 4.01 -5.75
H 2.20 2.21 -4.84
H 2.04 -2.30 -1.20
H 4.04 -1.57 -2.93
H 3.11 0.38 -4.25
C 0.03 2.70 4.96
C 0.99 1.93 4.04
C 2.28 1.59 4.81
C 1.35 2.80 2.84
C 0.33 0.62 3.62
C -0.07 -0.30 4.61
C -0.68 -1.50 4.33
C -0.91 -1.79 2.98
S -1.65 -3.20 2.29
C -1.46 -2.61 0.74
N -0.84 -1.38 0.70
C -0.53 -0.90 1.98
C 0.09 0.31 2.29
C -1.88 -3.21 -0.53
C -2.48 -4.46 -0.62
C -2.88 -4.94 -1.87
C -2.71 -4.19 -3.03
C -2.13 -2.94 -2.97
C -1.70 -2.43 -1.72
H 0.50 3.63 5.27
H -0.22 2.14 5.86
H -0.90 2.95 4.44
H 2.76 2.52 5.13
H 2.99 1.04 4.18
H 2.09 1.00 5.71
H 1.81 3.72 3.20
H 0.46 3.10 2.27
H 2.06 2.32 2.17
H 0.11 -0.06 5.65
H -0.97 -2.18 5.12
H 0.40 0.99 1.50
H -2.64 -5.06 0.26
H -3.34 -5.92 -1.93
H -3.04 -4.59 -3.98
H -2.01 -2.35 -3.87
```

=====

(4)
DFT (the ωB97M-V functional and the def2-TZVPD basis) results for a cluster of 2 separate species, C6H9NOS2 in total in a non-equilibrium geometry.

Results
Relative energy (zero: lowest compared OMol25 entry of this formula, charge and spin)   502.79 kJ/mol
Structure (SMILES)   CC1=C=C(S)ON1.CC=S
2S+1   1

The geometry in XYZ format:
```
19
C6H9NOS2 | the OMol25 dataset | the ωB97M-V functional and the def2-TZVPD basis
C -0.61 0.39 -0.17
C -0.98 1.61 0.28
C -0.54 0.54 -1.54
C -1.43 2.06 1.64
C 1.88 -1.79 0.40
C 1.41 -3.21 0.18
N -1.00 2.49 -0.72
O -0.68 1.98 -1.89
S -0.13 -0.54 -2.80
S 0.17 -3.59 -0.86
H -1.27 3.13 1.77
H -0.81 1.54 2.37
H -2.32 1.80 2.00
H 2.21 -1.36 -0.60
H 2.66 -1.72 1.10
H 1.01 -1.16 0.80
H 2.05 -4.09 0.39
H -1.19 3.52 -0.52
H -0.45 -1.60 -1.86
```

=====

(5)
DFT (the ωB97M-V functional and the def2-TZVPD basis) results for a cluster of 3 separate species, C4NO6 in total in a non-equilibrium geometry.

Results
Charge   +1
Relative energy (zero: lowest compared OMol25 entry of this formula, charge and spin)   0.00 kJ/mol
2S+1   1

The geometry in XYZ format:
```
11
C4NO6 | the OMol25 dataset | the ωB97M-V functional and the def2-TZVPD basis
C -0.38 1.22 -0.62
C 0.17 -1.14 -0.24
C -3.42 0.37 0.36
C 3.67 -0.41 0.26
N -0.26 0.04 -0.22
O -0.61 2.30 -0.78
O -4.28 -0.36 0.24
O -2.57 1.13 0.56
O 2.57 -0.38 -0.09
O 0.38 -2.23 -0.09
O 4.74 -0.53 0.64
```

=====

(6)
DFT (the ωB97M-V functional and the def2-TZVPD basis) results for the molecule C6H16N2 in a non-equilibrium geometry.

Results
Relative energy (zero: lowest compared OMol25 entry of this formula, charge and spin)   119.61 kJ/mol
Structure (SMILES)   CCNCCNCC
2S+1   1

The geometry in XYZ format:
```
24
C6H16N2 | the OMol25 dataset | the ωB97M-V functional and the def2-TZVPD basis
C 0.67 0.08 -0.47
N 1.71 0.50 0.45
C 2.83 1.19 -0.24
C 3.78 1.80 0.81
C -0.57 -0.32 0.38
N -1.63 -0.83 -0.46
C -2.90 -1.08 0.28
C -4.01 -1.25 -0.74
H 0.43 0.90 -1.15
H 1.00 -0.74 -1.13
H 2.06 -0.22 1.06
H 3.39 0.44 -0.80
H 2.36 2.01 -0.77
H 4.17 1.08 1.53
H 3.19 2.48 1.43
H 4.65 2.17 0.28
H -0.12 -0.98 1.14
H -0.92 0.59 0.86
H -1.30 -1.69 -0.88
H -2.83 -1.98 0.89
H -3.04 -0.14 0.80
H -3.95 -0.61 -1.62
H -5.01 -1.20 -0.34
H -3.97 -2.21 -1.30
```

=====

(7)
DFT (the ωB97M-V functional and the def2-TZVPD basis) results for a cluster of 2 separate species, C3H9NO3 in total in a non-equilibrium geometry.

Results
Relative energy (zero: lowest compared OMol25 entry of this formula, charge and spin)   214.97 kJ/mol
Structure (SMILES)   C[NH2+]CC(=O)[O-].O
2S+1   1

The geometry in XYZ format:
```
16
C3H9NO3 | the OMol25 dataset | the ωB97M-V functional and the def2-TZVPD basis
H 0.27 0.91 0.10
O 0.04 2.27 0.45
N 0.13 -0.03 -0.56
H 0.03 3.16 0.10
H -0.78 0.10 -0.99
C -0.28 -1.15 0.41
H 0.52 -1.78 0.76
C -0.97 -0.37 1.59
O -0.94 -0.84 2.72
O -1.67 0.60 1.15
H -0.83 1.93 0.81
H -1.06 -1.71 -0.10
C 1.13 -0.62 -1.44
H 0.75 -1.49 -1.97
H 1.63 0.00 -2.15
H 2.05 -0.98 -0.88
```

=====

(8)
DFT (the ωB97M-V functional and the def2-TZVPD basis) results for a structure of composition C7H3NO4Se3TeW in a non-equilibrium geometry.

Results
2S+1   3
⟨S²⟩   2.03
Calculated total energy   -222147.570 eV

The geometry in XYZ format:
```
20
C7H3NO4Se3TeW | the OMol25 dataset | the ωB97M-V functional and the def2-TZVPD basis
W 2.60 -3.21 9.20
O 2.77 -7.29 8.63
C 3.03 -6.16 8.91
O 2.15 -5.16 9.08
C 4.42 -5.62 9.34
C 5.48 -6.35 9.74
C 6.52 -5.82 10.50
C 6.37 -4.49 10.84
C 5.32 -3.73 10.39
N 4.43 -4.35 9.65
C 4.84 -2.38 11.01
O 5.50 -1.71 11.77
O 3.59 -2.19 10.65
H 5.47 -7.35 9.42
H 7.38 -6.39 10.78
H 7.05 -3.98 11.50
Se 3.22 -3.63 6.79
Se 4.02 -1.72 7.86
Te -0.02 -1.94 8.46
Se 0.33 -2.83 10.73
```